Formula: C5H10O
Source: the Open Molecules 2025 dataset
Level of theory: ωB97M-V with the def2-TZVPD basis set

Geometry as ORCA input:
```
! RIJCOSX wB97M-V def2-TZVPD def2/J DEFGRID3
* xyz 0 1
C -1.9253 0.4837 0.7458
C -1.0791 -0.4060 -0.1430
O -0.7139 0.0266 -1.2625
C 0.5747 -0.4881 1.1457
C 1.7527 -0.4856 0.4964
C 1.2862 0.8242 1.0130
H -1.4817 1.4801 0.8217
H -2.0558 0.0609 1.7464
H -2.9118 0.5864 0.2788
H -1.2444 -1.4935 -0.0262
H 0.8108 -0.2058 -1.4562
H 0.1458 -1.0833 1.9385
H 2.6658 -1.0547 0.3961
H 1.5406 -0.3598 -1.1227
H 0.8694 1.5349 0.2896
H 1.8147 1.2839 1.8495
*
```

Molar mass, g mol⁻¹: 86.13
Kohn-Sham gap, eV: 9.51
ΔE to the lowest compared entry with this formula, charge and spin, eV: 5.586
LUMO, eV: 0.41

Atom charges from the Mulliken analysis, given in e for atoms 1 to 5: -0.928, 0.150, -0.602, -0.405, -0.393